C6H13NS as an isolated structure at a distorted geometry, computed with ωB97M-V/def2-TZVPD.

Structure (XYZ):
```
21
Properties=species:S:1:pos:R:3:mulliken_charge:R:1
H -0.279 -1.300 -1.927 0.284
H -1.282 0.909 2.230 0.237
H -0.563 -2.352 -0.544 0.315
H 0.962 3.204 0.259 0.245
H -1.797 1.238 0.050 0.491
H -2.015 0.122 -1.303 0.399
C 0.032 -1.502 -0.900 -0.523
C -0.342 -0.320 -0.049 1.100
H 2.104 -1.046 -1.249 0.282
C -1.731 0.196 -0.256 -1.876
H 1.660 -2.723 -1.588 0.373
C -0.283 0.507 2.272 -0.999
H 1.279 -0.522 1.345 0.156
H 0.238 0.630 3.207 0.288
N 0.252 2.727 -0.280 -0.431
C 1.505 -1.888 -0.907 -1.134
H -2.441 -0.382 0.339 0.415
H -0.289 3.380 -0.830 0.250
C 0.274 -0.137 1.243 -0.217
S 0.866 1.450 -1.192 0.063
H 1.850 -2.190 0.079 0.284
```

Summary:
- gap between HOMO and LUMO (alpha / beta) (eV) = 6.10 / 5.71
- energy relative to the best compared isomer or geometry (same formula, charge and spin) (kcal/mol) = 0.00
- 2S+1 = 3

=====

One molecule with the formula C6H13NS2 at a distorted geometry, computed with ωB97M-V/def2-TZVPD.

Structure (XYZ):
```
22
Properties=species:S:1:pos:R:3:mulliken_charge:R:1
H -0.863 -2.947 0.421 0.192
C -0.027 -2.689 -0.234 -0.469
C 0.379 -1.302 -0.417 -0.024
H 1.041 -1.083 -1.232 0.345
N -0.446 -0.231 0.103 -0.264
H 0.015 2.858 1.429 0.343
H 0.582 -1.702 1.564 0.258
H 0.278 -3.475 -0.939 0.272
C 0.271 0.969 0.147 0.349
C 0.600 1.655 -1.216 -1.216
C -0.521 1.846 1.159 -1.300
H 2.189 -2.016 0.835 0.308
C 1.075 -2.167 0.710 -0.744
H 1.724 2.098 -1.302 0.249
H -1.467 2.026 0.681 0.336
H 1.246 0.832 0.598 0.374
S -2.090 0.128 -1.092 -0.008
H -0.089 2.526 -1.307 0.320
H -3.671 -1.412 0.282 0.143
S -3.588 -0.003 0.142 -0.156
H 0.596 0.951 -1.980 0.416
H -0.577 1.406 2.225 0.272
```

Summary:
- gap between HOMO and LUMO (eV) = 8.93
- energy relative to the best compared isomer or geometry (same formula, charge and spin) (kcal/mol) = 73.16
- SMILES = CC(C)N(SS)C1CC1

=====

An isolated ion of composition C6H13O and charge -1 at a distorted geometry, computed with ωB97M-V/def2-TZVPD.

Structure (XYZ):
```
20
Properties=species:S:1:pos:R:3:mulliken_charge:R:1
H -1.102 -3.049 -1.023 0.231
H -0.253 1.047 2.453 0.459
H 0.000 -1.468 -2.316 0.373
C -0.176 0.220 -0.988 -1.055
C -0.729 0.965 1.524 -1.668
H 2.134 1.430 -0.620 0.268
H 0.737 -0.402 1.001 0.346
H 0.333 0.810 -1.783 0.340
H -1.206 0.461 -1.227 0.461
O -0.409 -2.489 0.987 -0.840
H 1.318 -1.468 -0.910 0.277
C 0.340 0.581 0.505 0.828
H -1.127 1.952 1.202 0.341
C 0.228 -1.281 -1.194 -0.668
H -1.563 0.295 1.456 0.319
C -0.808 -2.207 -0.254 -0.370
H 1.779 1.947 1.348 0.319
H 0.885 2.577 -0.082 0.330
C 1.386 1.646 0.306 -1.357
H -1.768 -1.567 -0.386 0.064
```

Summary:
- gap between HOMO and LUMO (eV) = 6.31
- energy relative to the best compared isomer or geometry (same formula, charge and spin) (kcal/mol) = 34.02
- SMILES = CC(C)CCC[O-]
- net charge = -1

=====

An isolated ion of composition C6H13O and charge -1 at a distorted geometry, computed with ωB97M-V/def2-TZVPD.

Structure (XYZ):
```
20
Properties=species:S:1:pos:R:3:mulliken_charge:R:1
H -0.368 2.028 3.112 0.346
C 0.244 0.161 1.221 -0.708
H -1.816 0.553 1.362 0.308
H 0.796 0.235 2.162 0.428
H 0.399 -2.241 -0.442 0.083
H -1.054 -1.352 -0.663 0.051
O -0.295 -2.212 -2.406 -0.861
C 1.220 0.214 0.058 -0.669
H 0.136 0.474 -1.837 0.255
H -1.673 2.911 2.266 0.346
H -0.154 -0.858 1.299 0.336
H -1.012 1.536 0.130 0.253
C -0.936 1.160 1.147 -0.282
H -0.025 2.998 1.739 0.289
H 1.566 1.258 -0.067 0.235
C -0.774 2.298 2.143 -1.249
H 2.175 -0.281 0.276 0.346
C -0.132 -1.611 -1.242 -0.351
H 1.539 -0.519 -1.943 0.318
C 0.691 -0.302 -1.285 -0.475
```

Summary:
- gap between HOMO and LUMO (eV) = 5.70
- energy relative to the best compared isomer or geometry (same formula, charge and spin) (kcal/mol) = 9.02
- SMILES = CCCCCC[O-]
- net charge = -1